13
Properties=species:S:1:pos:R:3:forces:R:3 method="wB97M-V/def2-TZVPD" smiles="C=C1CC(Br)C1" homo_ev=-9.6 relative_energy_kj_mol=90.7 total_charge=0 e_lumo_ev=0.94
C -0.361 -0.001 0.296 -0.1 -0.5 0.2
C -1.663 -0.009 0.584 2.9 0.3 -1.0
C 0.626 1.170 -0.044 -0.5 -1.7 0.7
C 0.663 -1.129 -0.065 -0.9 0.8 2.1
C 1.535 -0.007 -0.509 1.3 1.3 -5.2
Br 3.367 -0.005 0.104 0.1 0.0 0.2
H -2.210 -0.870 0.379 -1.2 -1.3 0.4
H -2.042 0.943 0.768 -1.3 1.2 0.3
H 0.213 1.839 -0.829 0.6 -0.4 0.6
H 1.048 1.709 0.816 -0.3 0.0 -0.3
H 1.232 -1.477 0.805 -0.9 -0.4 0.4
H 0.321 -2.006 -0.623 0.4 0.5 -0.5
H 1.642 -0.005 -1.673 -0.1 0.2 2.0

***

16
Properties=species:S:1:pos:R:3:forces:R:3 method="wB97M-V/def2-TZVPD" homo_ev=-13.6 relative_energy_kj_mol=12.4 total_charge=+1 e_lumo_ev=-3.26
C 2.059 -0.295 -0.360 2.2 0.2 0.0
C 1.025 -0.227 0.469 -6.0 1.5 -0.5
C 2.550 -1.141 1.626 3.6 -1.9 -0.2
C -1.976 -0.499 -0.277 -0.5 2.1 -1.4
C -1.148 0.300 0.579 3.8 0.3 -1.3
N 3.136 -0.878 0.432 -4.3 1.2 0.5
N 1.300 -0.774 1.674 0.1 -0.4 1.4
F -1.394 0.182 1.841 0.2 -0.3 1.9
Br 3.480 -2.239 2.817 -0.4 0.4 0.2
H 2.209 0.168 -1.348 0.0 -0.6 0.8
H -2.235 -1.466 -0.031 0.0 -2.1 0.8
H -2.868 0.134 -0.064 -0.3 -0.6 -0.9
H -1.633 -0.406 -1.318 -0.5 0.0 0.4
H -1.058 1.331 0.260 0.4 0.1 0.2
H 4.017 -1.189 0.112 1.0 -0.3 -0.1
H 0.672 -0.913 2.510 0.9 0.3 -1.4

***

17
Properties=species:S:1:pos:R:3:forces:R:3 method="wB97M-V/def2-TZVPD" homo_ev=-12.8 relative_energy_kj_mol=106.6 total_charge=+1 e_lumo_ev=-4.85
C 0.046 0.686 0.991 -1.0 -0.7 2.4
C 1.552 -0.657 2.338 -1.4 -3.8 -1.3
C 0.147 -0.182 2.310 -1.5 0.7 -1.4
C -0.550 -0.372 -2.726 0.5 -0.6 0.5
C 0.678 0.007 -0.108 1.4 0.0 -1.2
N -0.507 1.807 1.157 0.3 0.0 0.0
N -1.173 0.336 -3.625 0.8 0.6 0.3
S 1.836 -0.957 0.518 -0.2 0.1 -0.6
Br -1.383 -1.465 2.305 0.9 -0.2 -0.1
I -1.680 -1.458 -1.437 -0.3 -0.4 0.0
H 2.239 0.072 2.510 1.8 2.2 1.3
H 1.825 -1.653 2.760 -0.5 1.1 0.3
H -0.294 0.476 3.003 0.6 0.7 1.5
H 0.601 -0.466 -2.474 -2.4 0.9 -1.0
H -0.503 2.400 0.345 -0.1 0.2 -0.7
H -0.622 1.027 -4.137 -0.2 -0.3 -0.3
H -2.212 0.400 -3.729 1.3 -0.3 0.4

***

15
Properties=species:S:1:pos:R:3:forces:R:3 method="wB97M-V/def2-TZVPD" smiles="[NH3+][C@@]1(Br)C=CC=CO1" homo_ev=-13.1 relative_energy_kj_mol=0.0 total_charge=+1 e_lumo_ev=-3.98
C 0.932 -1.198 -0.965 -0.1 0.0 0.4
C -0.083 -0.799 -1.904 -0.3 0.4 0.2
C 0.999 -0.627 0.241 -1.8 2.1 0.4
C -1.039 0.056 -1.519 0.4 -0.5 -0.6
C 0.013 0.578 0.514 2.7 -1.1 -1.0
N -0.454 0.641 1.942 -0.2 0.3 0.0
O -1.071 0.639 -0.280 -0.1 -0.1 0.7
Br 1.114 2.421 0.363 -0.8 -1.2 0.2
H 1.603 -2.003 -1.223 0.1 0.0 0.0
H -0.105 -1.232 -2.888 -0.1 0.0 -0.1
H 1.703 -0.858 1.018 0.2 -0.1 0.1
H -1.898 0.342 -2.102 0.0 0.1 0.0
H -1.288 1.249 1.968 0.2 -0.1 0.1
H 0.275 1.084 2.527 -0.2 -0.2 -0.2
H -0.701 -0.290 2.308 0.0 0.2 -0.1